ORCA calculation (wB97M-V/def2-TZVPD) on 3 unconnected molecules or ions with the total composition C16H38NO12P3 in a non-equilibrium geometry.

Calculated values
- HOMO level: -9.89 eV
- Molar mass: 529.40 g mol⁻¹
- Electronic energy: -2614.30580 hartree
- LUMO energy: -0.356 eV
- Max |F|: 0.1496 Eh/bohr
- SMILES string: O=C1NCC[C@H]1P(=O)(O)O.CCOP(=O)(OCC)OCC.CCOP(=O)(OCC)OCC

Geometry (Å):
O -4.617 -5.962 3.769
C -4.430 -5.752 2.600
N -4.625 -4.437 2.080
C -3.549 -4.295 1.041
C -3.399 -5.684 0.419
C -3.931 -6.723 1.487
P -2.554 -7.611 2.336
O -2.948 -8.287 3.558
O -1.391 -6.524 2.505
O -2.012 -8.703 1.281
H -4.253 -3.881 2.846
H -2.626 -3.902 1.470
H -3.963 -3.556 0.356
H -2.348 -5.927 0.265
H -3.975 -5.689 -0.503
H -4.678 -7.353 1.014
H -1.572 -5.933 3.245
H -1.976 -8.247 0.426
O -0.353 -2.096 -0.506
P 0.436 -1.561 -1.652
O -0.273 -2.282 -2.935
C -1.577 -1.860 -3.337
C -1.537 -0.561 -4.124
O 1.770 -2.514 -1.541
C 2.164 -3.085 -0.292
C 1.731 -4.534 -0.205
O 1.257 -0.519 -2.617
C 2.006 0.566 -2.002
C 3.379 0.118 -1.535
H -2.225 -1.763 -2.460
H -1.983 -2.656 -3.961
H -1.225 0.272 -3.491
H -2.522 -0.329 -4.531
H -0.822 -0.631 -4.942
H 1.776 -2.503 0.545
H 3.254 -3.026 -0.243
H 0.662 -4.640 -0.390
H 1.960 -4.949 0.778
H 2.246 -5.128 -0.962
H 1.435 0.997 -1.178
H 2.112 1.334 -2.766
H 3.312 -0.451 -0.606
H 4.014 0.983 -1.345
H 3.853 -0.521 -2.278
O 2.660 4.479 0.220
P 1.528 5.268 0.773
O 0.208 4.358 0.501
C 0.036 3.150 1.244
C -0.475 3.416 2.649
O 1.328 6.392 -0.405
C 2.400 6.730 -1.288
C 2.240 6.028 -2.620
O 0.777 6.241 1.855
C 1.571 7.203 2.596
C 1.807 8.477 1.806
H 0.977 2.591 1.270
H -0.691 2.549 0.698
H 0.277 3.934 3.248
H -0.724 2.480 3.151
H -1.359 4.051 2.621
H 3.366 6.508 -0.835
H 2.360 7.812 -1.438
H 2.136 4.951 -2.489
H 3.098 6.222 -3.265
H 1.338 6.377 -3.125
H 2.517 6.752 2.903
H 1.006 7.431 3.499
H 2.574 8.332 1.046
H 2.147 9.275 2.467
H 0.897 8.794 1.299

Here are the Mulliken charges for atoms 1 to 8, given in e: atom 1 (O): -0.5017, atom 2 (C): 0.0188, atom 3 (N): -0.4131, atom 4 (C): -0.4082, atom 5 (C): -0.3666, atom 6 (C): 0.2828, atom 7 (P): 0.7530, atom 8 (O): -0.6430